1.
{
  "formula": "C29H12F5MnN6O5S",
  "method": "ωB97M-V with the def2-TZVPD basis set",
  "symbols": ["Mn", "C", "C", "N", "C", "C", "N", "C", "C", "C", "C", "C", "N", "C", "C", "N", "C", "C", "N", "C", "C", "C", "N", "C", "C", "H", "H", "H", "H", "H", "H", "H", "H", "H", "H", "H", "H", "O", "C", "C", "O", "C", "C", "O", "C", "O", "O", "F", "C", "C", "F", "C", "F", "C", "S", "C", "F", "C", "F"],
  "xyz": [[-0.39363, 2.07050, -0.36146], [-3.61475, 1.03956, 2.70950], [-2.81202, 1.72924, 1.80583], [-1.72993, 1.15992, 1.30421], [-1.42783, -0.08123, 1.68565], [-2.24283, -0.75693, 2.58319], [-3.33691, -0.19909, 3.09355], [-0.17555, -0.64395, 1.12443], [0.18782, -1.97407, 1.27002], [1.38999, -2.40111, 0.71773], [2.19079, -1.46947, 0.06064], [1.75230, -0.15923, -0.05123], [0.58477, 0.22702, 0.46067], [2.54438, 0.90208, -0.72964], [3.84625, 0.70951, -1.16998], [4.54967, 1.68217, -1.74402], [3.94937, 2.85671, -1.87093], [2.64485, 3.06571, -1.43519], [1.95404, 2.08915, -0.87439], [1.80891, -3.81811, 0.82312], [2.55034, -4.42834, -0.18350], [2.91633, -5.75717, -0.03720], [2.60323, -6.49863, 1.02184], [1.89247, -5.91124, 1.98040], [1.47317, -4.59138, 1.92989], [-4.50062, 1.50315, 3.12474], [-3.03561, 2.73612, 1.47428], [-2.02272, -1.76375, 2.91318], [-0.47172, -2.67484, 1.75912], [3.14305, -1.76434, -0.35208], [4.35074, -0.24129, -1.06296], [4.51455, 3.65828, -2.32989], [2.15097, 4.02441, -1.53558], [2.81512, -3.89853, -1.08885], [3.48694, -6.25057, -0.81607], [1.64526, -6.52527, 2.83936], [0.91884, -4.17656, 2.76136], [-0.91734, 8.04412, 1.23502], [-0.84535, 6.86971, 0.96107], [-1.56273, 6.16832, -0.17915], [-2.32476, 6.69135, -0.97193], [-1.13071, 4.77225, -0.11165], [-0.25250, 4.57032, 0.97134], [0.24184, 3.41798, 1.22202], [-0.03277, 5.82218, 1.70050], [0.65861, 6.01414, 2.68448], [-1.46228, 3.80403, -0.89217], [-4.03434, -3.84149, -2.14759], [-3.23388, -2.77257, -2.25515], [-3.53977, -1.59314, -1.60320], [-4.64668, -1.51828, -0.85156], [-2.70431, -0.49845, -1.72746], [-3.07262, 0.61723, -1.08050], [-1.52708, -0.51148, -2.47848], [-0.44639, 0.84937, -2.60829], [-1.26080, -1.72291, -3.12215], [-0.15228, -1.85773, -3.86338], [-2.08411, -2.82769, -3.02321], [-1.76983, -3.96562, -3.65832]],
  "atomic_forces_ev_per_a": [[-0.1505, 0.7694, -0.0202], [0.0177, 0.0640, -0.0324], [0.0227, -0.0492, 0.0228], [-0.0721, -0.1424, -0.1472], [-0.0827, 0.0704, 0.0798], [-0.1163, 0.1093, 0.0365], [0.0180, -0.0119, -0.0045], [0.1507, 0.0403, -0.1478], [0.0934, 0.0374, -0.1528], [0.0512, 0.0349, -0.0264], [-0.1204, -0.0400, 0.0902], [-0.1003, -0.0548, 0.0123], [0.1450, -0.3387, 0.1937], [0.0306, 0.0295, 0.0257], [0.0504, 0.1288, -0.0467], [-0.0147, -0.0561, 0.0234], [-0.0378, 0.0390, 0.0081], [-0.0064, -0.0181, 0.0155], [-0.1102, -0.1534, -0.0331], [0.0090, -0.0123, -0.0077], [-0.0409, -0.0595, 0.0032], [-0.0097, 0.0187, 0.0100], [0.0101, -0.0372, 0.0040], [-0.0075, 0.0224, -0.0111], [0.0721, -0.0370, 0.0043], [-0.0030, -0.0085, 0.0008], [-0.0053, 0.0035, -0.0082], [0.0373, -0.0098, -0.0063], [0.0107, -0.0283, 0.0036], [-0.0018, -0.0587, 0.0053], [0.0030, -0.0141, 0.0181], [-0.0044, -0.0014, -0.0029], [-0.0021, 0.0064, -0.0046], [-0.0178, 0.0293, 0.0138], [-0.0038, -0.0020, 0.0032], [0.0076, -0.0042, -0.0040], [0.0014, 0.0289, -0.0216], [0.0244, 0.0175, -0.0009], [-0.0879, -0.0468, 0.0469], [0.0147, -0.0147, -0.1029], [-0.0011, 0.0069, 0.0326], [-0.1143, 0.0923, -0.0687], [0.0073, 0.1234, 0.1726], [0.1430, -0.2206, -0.0890], [0.0620, -0.0255, -0.0475], [-0.0034, 0.0054, 0.0212], [0.0744, -0.1468, 0.0568], [-0.0099, -0.0130, 0.0023], [0.0369, 0.0238, -0.0111], [0.0083, -0.0412, -0.0001], [-0.0048, 0.0061, -0.0041], [-0.0248, 0.0351, -0.0034], [-0.0128, 0.0214, -0.0293], [0.0832, -0.0028, 0.1536], [-0.0422, -0.0614, -0.0429], [0.0604, -0.0257, -0.0142], [0.0054, -0.0001, 0.0040], [-0.0442, -0.0187, 0.0297], [0.0024, -0.0092, -0.0020]],
  "lowdin_spin": [4.66, 0.00, 0.01, 0.03, 0.01, 0.00, 0.00, 0.01, 0.00, 0.00, 0.00, 0.01, 0.03, 0.00, 0.00, 0.00, 0.00, 0.00, 0.03, 0.00, 0.00, 0.00, 0.00, 0.00, 0.00, 0.00, 0.00, 0.00, 0.00, 0.00, 0.00, 0.00, 0.00, 0.00, 0.00, 0.00, 0.00, 0.00, 0.00, 0.00, 0.00, 0.00, 0.01, 0.05, 0.00, 0.01, 0.05, 0.00, 0.00, 0.00, 0.00, 0.00, 0.01, 0.01, 0.03, 0.00, 0.00, 0.00, 0.00],
  "homo_ev": [-4.13, -4.20],
  "total_charge": -1,
  "relative_energy_kcal_mol": 9.9,
  "spin_multiplicity": 6,
  "homo_lumo_gap_ev": [4.7707, 4.7797]
}

=====

2.
{
  "formula": "C29H18ClFN4O10STi",
  "method": "ωB97M-V with the def2-TZVPD basis set",
  "symbols": ["Ti", "C", "S", "O", "C", "C", "C", "C", "C", "C", "H", "H", "H", "H", "H", "H", "H", "H", "N", "C", "C", "C", "C", "C", "C", "C", "C", "C", "H", "H", "H", "H", "O", "N", "O", "C", "C", "C", "C", "O", "C", "C", "N", "O", "O", "N", "O", "O", "H", "H", "F", "Cl", "C", "C", "C", "C", "C", "C", "C", "O", "O", "H", "H", "H", "H"],
  "xyz": [[0.73868, 1.04743, -0.57331], [1.29734, -1.37035, 3.54087], [0.60466, -1.34440, 1.88025], [0.75805, 0.09742, 1.50721], [-1.10991, -1.55560, 2.35857], [-1.54546, -2.76856, 2.87609], [-2.88856, -2.92805, 3.18221], [-3.78023, -1.88685, 2.94661], [-3.33343, -0.69106, 2.40131], [-1.98841, -0.51777, 2.10264], [0.84964, -0.55791, 4.11039], [2.36851, -1.21410, 3.42609], [1.10046, -2.33578, 4.00548], [-0.85145, -3.58978, 3.01959], [-3.24204, -3.87064, 3.58175], [-4.83223, -2.02097, 3.16921], [-4.01723, 0.11682, 2.17364], [-1.63617, 0.39655, 1.63985], [-4.27093, -7.73868, 0.49521], [-3.70793, -6.76254, 0.25601], [-3.00720, -5.54661, -0.03970], [-1.61164, -5.53503, -0.09155], [-0.93949, -4.36184, -0.36582], [-1.63831, -3.16405, -0.59268], [-3.04174, -3.19529, -0.54807], [-3.71639, -4.36627, -0.27400], [-0.94331, -1.94571, -0.80382], [-0.37026, -0.86670, -0.82265], [-1.06363, -6.45140, 0.08767], [0.14185, -4.34153, -0.40264], [-3.58157, -2.27254, -0.71226], [-4.79797, -4.37681, -0.22835], [6.82500, 3.64448, -2.69005], [6.90750, 2.43977, -2.50642], [7.92765, 1.79986, -2.73707], [5.75134, 1.74425, -1.98642], [5.83242, 0.38491, -1.79194], [4.72958, -0.29931, -1.30324], [3.49070, 0.35801, -1.05892], [2.37903, -0.21260, -0.82721], [3.52172, 1.78578, -1.17267], [4.57996, 2.46573, -1.68341], [2.26402, 2.39457, -0.87525], [2.10298, 3.63091, -1.28589], [1.91709, 2.12773, 0.45856], [4.87308, -1.72873, -1.10201], [4.13389, -2.28306, -0.31225], [5.78244, -2.30580, -1.69234], [6.73789, -0.15254, -2.02299], [4.49170, 3.53079, -1.83648], [0.29939, 1.35999, -2.31206], [-2.44405, 7.88570, -2.62827], [-2.30958, 6.31269, -1.85824], [-1.09249, 5.65897, -1.85611], [-0.98993, 4.41595, -1.24150], [-2.10798, 3.84628, -0.64238], [-3.32315, 4.52397, -0.65853], [-3.43528, 5.76442, -1.26424], [-2.04182, 2.49430, 0.03646], [-3.07199, 1.99080, 0.47692], [-0.88084, 1.95270, 0.09078], [-0.22436, 6.10640, -2.32069], [-0.01808, 3.92692, -1.23143], [-4.17722, 4.05313, -0.18970], [-4.37431, 6.30162, -1.28083]],
  "atomic_forces_ev_per_a": [[0.0853, 0.0911, 0.1972], [-0.0019, 0.0309, 0.0035], [0.0202, -0.0976, -0.0492], [0.0024, 0.1208, 0.0385], [-0.0153, -0.0314, 0.0229], [-0.0117, 0.0015, 0.0033], [-0.0026, -0.0007, -0.0086], [0.0034, -0.0081, -0.0035], [-0.0142, -0.0047, 0.0004], [0.0579, 0.0158, 0.0106], [0.0037, -0.0006, 0.0118], [0.0038, -0.0042, 0.0025], [-0.0058, -0.0066, -0.0073], [0.0001, -0.0031, -0.0025], [-0.0021, -0.0074, -0.0024], [-0.0026, -0.0045, 0.0030], [0.0139, -0.0006, -0.0096], [-0.0301, -0.0467, 0.0190], [0.0019, 0.0013, -0.0004], [0.0017, 0.0051, -0.0027], [-0.0008, -0.0060, 0.0098], [0.0018, -0.0091, 0.0099], [0.0046, 0.0152, -0.0034], [0.0045, -0.0117, -0.0246], [0.0067, 0.0034, 0.0140], [-0.0066, 0.0156, 0.0096], [-0.0732, 0.0348, 0.0143], [0.1062, -0.0560, -0.0529], [0.0002, 0.0003, -0.0002], [0.0017, 0.0002, 0.0007], [-0.0043, 0.0026, 0.0054], [0.0010, 0.0016, 0.0004], [-0.0053, 0.0084, -0.0134], [0.0035, 0.0020, 0.0385], [0.0039, -0.0082, -0.0130], [-0.0053, 0.0265, 0.0012], [0.0187, -0.0217, -0.0046], [-0.0569, 0.0064, -0.0449], [-0.0203, -0.0012, 0.0430], [0.0115, -0.0586, -0.0251], [-0.0001, -0.1507, -0.1344], [0.0145, 0.0720, 0.1388], [0.0622, 0.0461, -0.0915], [-0.0664, -0.0264, 0.0144], [-0.0808, -0.0533, -0.0778], [0.1765, 0.0492, 0.1885], [-0.0712, -0.0255, -0.0533], [-0.0648, -0.0242, -0.0713], [-0.0035, 0.0043, -0.0007], [-0.0084, -0.0005, -0.0129], [-0.0920, 0.0852, -0.0495], [0.0006, -0.0035, 0.0014], [-0.0039, -0.0004, 0.0026], [0.0012, 0.0039, -0.0033], [0.0357, 0.0241, 0.0434], [0.0279, 0.0134, 0.0556], [0.0126, -0.0184, -0.0279], [-0.0104, 0.0072, -0.0078], [-0.0602, -0.2015, -0.3287], [0.0161, 0.1198, 0.1510], [0.0260, 0.0867, 0.0759], [-0.0015, -0.0038, -0.0017], [-0.0141, 0.0010, -0.0054], [0.0036, 0.0021, 0.0067], [0.0006, -0.0015, -0.0033]],
  "mulliken_charge": [-0.06, -1.25, 0.84, -0.18, 0.26, -0.55, -0.65, -0.47, -0.44, -0.27, 0.35, 0.42, 0.43, 0.40, 0.38, 0.39, 0.40, 0.21, -0.60, 0.06, 0.64, -0.65, -0.41, 0.76, -0.49, -0.62, -0.04, -0.96, 0.43, 0.55, 0.54, 0.43, -0.67, 1.04, -0.68, -0.39, -0.29, -0.98, 1.72, -0.14, -0.27, -0.58, 1.01, -1.00, -0.48, 0.99, -0.56, -0.68, 0.59, 0.59, -0.52, -0.27, 0.54, -1.07, 0.10, -0.13, -0.33, -0.65, 0.32, -0.69, -0.17, 0.47, 0.51, 0.44, 0.40],
  "homo_ev": -2.09,
  "total_charge": -2,
  "relative_energy_kcal_mol": 1.9,
  "spin_multiplicity": 1,
  "homo_lumo_gap_ev": 5.9229
}